Entry 1:
DFT (ωB97M-V with the def2-TZVPD basis set) results for a 2-piece molecular cluster, C3H4FNO2 overall at a distorted geometry.

The calculation puts the gap between HOMO and LUMO (spin up / spin down) at 7.71 / 7.54 eV. The spin multiplicity is 3. As for the total charge: 0.

```
11
C3H4FNO2, DFT ωB97M-V with the def2-TZVPD basis set
C 1.659 0.745 0.004
C 0.747 -0.174 -0.345
C -1.888 0.402 -0.074
N -2.188 -0.822 0.281
O -2.425 1.395 -0.335
O 3.049 0.796 -0.062
F 1.029 -1.453 -0.712
H 1.286 1.802 -0.009
H -1.406 -1.431 0.238
H -3.060 -1.172 0.666
H 3.197 -0.087 0.348
```

Mulliken atomic charge list, values in e, 4 entries: -0.04, 0.05, 0.25, -0.27

---

Entry 2:
DFT (ωB97M-V with the def2-TZVPD basis set) results for a 2-piece molecular cluster, C25H47B2F3N3O11P overall at a distorted geometry.

The calculation puts the gap between HOMO and LUMO at 8.27 eV. As for the total charge: 0.

```
92
C25H47B2F3N3O11P, DFT ωB97M-V with the def2-TZVPD basis set
C 0.293 1.877 2.248
C 0.184 1.494 1.142
N 0.008 1.037 -0.168
P 1.724 0.209 -0.473
O 1.838 0.193 -2.085
O 2.598 1.484 0.014
C -0.063 2.274 -1.077
C -1.320 2.513 -1.927
F -1.786 3.777 -1.550
C -1.063 2.556 -3.427
C 0.117 3.404 -3.922
N 0.323 4.687 -3.225
O -2.368 1.633 -1.749
C -2.463 0.983 -0.495
N -3.656 0.255 -0.577
O -2.495 1.920 0.544
C -3.643 2.765 0.566
C -4.646 2.377 1.661
C -6.053 2.063 1.108
C -1.170 0.078 -0.294
C -1.465 -0.764 0.952
C -0.368 -1.562 1.686
C -0.361 -1.305 3.205
C 0.990 -1.682 3.853
C 1.465 -0.693 4.937
C 2.977 -0.444 4.949
C 3.580 0.001 3.586
C 4.466 -1.111 2.995
C 5.540 -0.597 1.985
C 5.223 -1.022 0.566
O 5.897 -2.229 0.290
C 5.528 -2.793 -0.958
C -1.064 -0.729 -1.613
B -0.509 -2.214 -1.539
O 0.668 -2.617 -2.145
O -1.223 -3.170 -0.873
H 0.396 2.112 3.285
H 2.711 0.451 -2.414
H 3.315 1.706 -0.597
H 0.809 2.274 -1.726
H 0.055 3.156 -0.459
H -1.984 2.907 -3.886
H -0.908 1.537 -3.781
H -0.032 3.588 -4.982
H 1.031 2.801 -3.862
H 0.643 5.377 -3.889
H 1.056 4.579 -2.538
H -3.795 -0.192 -1.474
H -3.987 -0.219 0.241
H -4.131 2.863 -0.398
H -3.264 3.759 0.806
H -4.742 3.172 2.395
H -4.271 1.483 2.159
H -6.533 1.319 1.742
H -6.676 2.953 1.181
H -6.015 1.716 0.081
H -1.960 -0.117 1.677
H -2.227 -1.472 0.647
H 0.654 -1.430 1.343
H -0.595 -2.620 1.569
H -0.647 -0.279 3.425
H -1.102 -1.943 3.687
H 1.779 -1.802 3.115
H 0.868 -2.658 4.322
H 1.201 -1.098 5.914
H 0.939 0.254 4.816
H 3.137 0.382 5.646
H 3.533 -1.291 5.344
H 2.724 0.124 2.917
H 4.118 0.940 3.673
H 4.963 -1.639 3.806
H 3.871 -1.851 2.461
H 6.494 -1.020 2.285
H 5.602 0.485 2.073
H 5.541 -0.249 -0.157
H 4.149 -1.185 0.425
H 4.789 -3.580 -0.799
H 5.081 -2.034 -1.605
H 6.405 -3.212 -1.442
H -0.531 -0.118 -2.341
H -2.057 -0.824 -2.049
H 0.727 -2.282 -3.046
H -0.611 -3.844 -0.555
B -3.431 -4.243 -4.268
O -4.175 -3.172 -3.504
C -3.539 -2.048 -3.617
O -3.851 -0.989 -3.116
C -2.281 -2.264 -4.473
O -1.467 -1.411 -4.730
O -2.240 -3.518 -4.834
F -4.221 -4.742 -5.278
F -3.020 -5.237 -3.405
```

Mulliken atomic charge list, values in e, 4 entries: -0.68, -0.06, 0.51, 0.18

---

Entry 3:
DFT (ωB97M-V with the def2-TZVPD basis set) results for C20H23ClInNO2PS as an isolated structure at a distorted geometry.

The calculation puts the gap between HOMO and LUMO at 4.76 eV. As for the total charge: -1.

```
50
C20H23ClInNO2PS, DFT ωB97M-V with the def2-TZVPD basis set
C -0.452 5.581 -5.604
C -0.632 5.196 -3.987
C -0.021 6.313 -2.930
N -1.252 4.015 -3.617
In 0.272 2.767 -2.785
C -0.001 0.539 -3.220
C 1.328 -0.375 -2.847
C 2.182 0.170 -1.558
Cl 0.761 -2.129 -2.434
P 2.459 3.417 -4.000
S 2.331 2.984 -5.902
H -1.349 6.307 -5.845
H -0.537 4.567 -6.188
H 0.579 6.123 -5.797
H -0.763 7.201 -2.758
H 0.980 6.730 -3.401
H 0.273 5.737 -1.954
H 0.429 3.130 -1.027
H -0.105 0.466 -4.407
H -1.009 0.094 -2.784
H 2.097 -0.466 -3.756
H 1.510 0.055 -0.587
H 3.102 -0.576 -1.420
H 2.635 1.246 -1.683
H 3.493 2.646 -3.308
H 2.576 4.841 -3.815
C 0.231 -2.146 7.091
C -0.936 -2.846 7.393
C -1.673 -3.450 6.373
C -1.247 -3.343 5.043
C -0.093 -2.623 4.739
C 0.655 -2.033 5.766
C 0.339 -2.462 3.335
O 1.354 -1.832 3.067
C -0.476 -3.063 2.260
C -0.110 -2.869 0.921
C -0.867 -3.445 -0.101
C -1.983 -4.222 0.210
C -2.353 -4.412 1.542
C -1.603 -3.823 2.568
C -2.023 -4.000 3.973
O -3.006 -4.679 4.246
H 0.810 -1.684 7.887
H -1.273 -2.924 8.425
H -2.581 -3.999 6.617
H 1.564 -1.480 5.537
H 0.762 -2.266 0.671
H -0.584 -3.289 -1.140
H -2.568 -4.676 -0.586
H -3.228 -5.015 1.776
```

Mulliken atomic charge list, values in e, 4 entries: -0.77, 0.29, -0.74, -0.59

---

Entry 4:
DFT (ωB97M-V with the def2-TZVPD basis set) results for a 2-piece molecular cluster, C3H5NOS overall at a distorted geometry.

The calculation puts the gap between HOMO and LUMO at 7.87 eV. As for the SMILES: O/C=[NH+]/[S-].C#C. As for the total charge: 0.

```
11
C3H5NOS, DFT ωB97M-V with the def2-TZVPD basis set
C -2.112 1.117 -0.093
C -1.258 1.895 0.125
C 0.539 -0.888 0.426
N 1.577 -0.505 -0.219
O -0.260 -1.944 0.185
S 2.732 0.730 -0.015
H -3.021 0.629 -0.151
H -0.354 2.412 0.202
H 0.474 -0.309 1.309
H 1.765 -1.040 -1.004
H -0.082 -2.098 -0.767
```

Mulliken atomic charge list, values in e, 4 entries: -0.57, -0.28, 0.02, -0.22

---

Entry 5:
DFT (ωB97M-V with the def2-TZVPD basis set) results for one molecule with the formula C10H11ClO4 at a distorted geometry.

The calculation puts the gap between HOMO and LUMO at 8.88 eV. As for the SMILES: C/C=C/C1=CC(=O)[C@H](Cl)[C@@]1(O)C(=O)OC. As for the total charge: 0.

```
26
C10H11ClO4, DFT ωB97M-V with the def2-TZVPD basis set
O -1.431 1.188 2.546
O 1.488 3.662 -1.571
Cl 1.017 4.536 1.511
O -1.517 0.752 0.250
O 1.226 1.910 2.561
C -0.905 1.185 1.413
C 1.360 2.875 -0.658
C 1.867 1.535 -0.611
C 1.436 0.890 0.495
C 1.734 -0.541 0.761
C 2.228 -1.408 -0.174
C -2.828 0.164 0.480
C 2.503 -2.836 0.096
C 0.533 1.791 1.322
C 0.435 3.113 0.555
H 0.561 1.946 3.266
H 2.561 1.187 -1.326
H 1.464 -0.854 1.753
H 2.427 -0.994 -1.179
H -2.719 -0.771 1.021
H -3.343 -0.086 -0.480
H -3.515 0.823 1.054
H 3.495 -3.073 -0.293
H 1.809 -3.525 -0.464
H 2.445 -3.019 1.214
H -0.573 3.306 0.214
```

Mulliken atomic charge list, values in e, 4 entries: -0.63, -0.60, -0.18, -0.28

---

Entry 6:
DFT (ωB97M-V with the def2-TZVPD basis set) results for C27H25CrN5 as an isolated structure at a distorted geometry.

The calculation puts the gap between HOMO and LUMO (spin up / spin down) at 7.48 / 7.50 eV. The spin multiplicity is 5. As for the total charge: 0.

```
58
C27H25CrN5, DFT ωB97M-V with the def2-TZVPD basis set
Cr 10.003 9.631 7.043
C 15.667 11.216 11.022
C 14.425 11.356 10.141
C 13.301 11.912 10.724
C 12.098 11.845 10.069
C 12.014 11.240 8.792
N 10.742 11.204 8.188
C 10.240 12.463 8.048
C 11.127 13.638 7.971
C 10.729 14.922 7.767
C 9.390 15.199 7.677
C 8.948 16.634 7.471
C 8.513 14.130 7.665
C 8.884 12.794 7.921
N 7.916 11.770 7.998
C 6.605 11.808 8.330
C 5.992 10.607 8.058
C 7.001 9.784 7.608
N 8.151 10.462 7.584
C 13.164 10.676 8.223
C 14.330 10.653 8.950
N 13.091 10.094 6.879
C 14.129 10.104 6.018
C 13.724 9.463 4.867
C 12.400 9.141 5.124
N 12.056 9.448 6.327
H 15.459 10.438 11.765
H 15.921 12.170 11.493
H 16.494 10.827 10.477
H 13.378 12.265 11.755
H 11.165 12.045 10.566
H 12.149 13.434 8.000
H 11.501 15.678 7.715
H 9.256 16.999 6.464
H 9.418 17.290 8.213
H 7.832 16.769 7.553
H 7.471 14.363 7.567
H 6.215 12.631 8.843
H 4.883 10.465 8.097
H 6.926 8.758 7.346
H 15.256 10.080 8.738
H 14.963 10.710 6.277
H 14.137 9.441 3.876
H 11.692 8.542 4.564
C 9.430 7.654 6.358
C 8.523 6.950 7.246
C 7.205 6.554 6.809
C 6.317 5.824 7.618
C 6.684 5.407 8.895
C 7.981 5.761 9.321
C 8.886 6.475 8.525
H 9.021 7.698 5.300
H 10.401 7.061 6.239
H 7.026 6.669 5.699
H 5.384 5.599 7.097
H 6.036 4.753 9.475
H 8.267 5.436 10.279
H 9.870 6.606 8.903
```

Mulliken atomic charge list, values in e, 4 entries: 0.41, -1.60, 0.62, -0.88

---

- What is the total charge in the second record?
  0